(1)
A molecular structure, C28H56Li5O11P at a distorted geometry. Source: the OMol25 dataset; level of theory: wB97M-V/def2-TZVPD.

CARTESIAN COORDINATES (ANGSTROEM)
Li 0.271 -0.514 -1.807
Li 1.007 -0.205 2.888
Li -0.771 -2.005 0.330
Li 2.651 -1.615 0.582
Li -1.288 0.949 0.482
P 0.863 -0.101 0.478
O 0.326 0.936 -0.464
O 2.144 0.124 1.299
O 1.105 -1.409 -0.381
O -0.276 -0.414 1.454
C 0.732 3.206 4.961
C 0.400 2.430 6.187
C 0.705 0.973 5.855
O 0.878 0.942 4.420
C 1.340 2.188 3.987
H 1.537 3.919 5.141
H -0.126 3.726 4.536
H -0.657 2.525 6.437
H 0.942 2.836 7.041
H -0.044 0.279 6.235
H 1.599 0.654 6.391
H 1.122 2.332 2.929
H 2.429 2.139 3.988
C -1.115 -6.206 -0.984
C 0.258 -6.147 -0.236
C 0.462 -4.629 0.002
O -0.645 -4.008 -0.616
C -1.748 -4.833 -0.743
H -1.622 -7.111 -0.648
H -0.854 -6.287 -2.039
H 0.968 -6.563 -0.951
H 0.221 -6.610 0.751
H 1.418 -4.266 -0.375
H 0.467 -4.396 1.067
H -2.356 -4.492 -1.581
H -2.372 -4.868 0.151
C -2.666 4.902 0.814
C -1.193 5.030 1.054
C -0.692 3.633 0.585
O -1.732 2.737 1.100
C -2.976 3.459 1.250
H -3.079 5.146 -0.165
H -3.170 5.558 1.524
H -1.067 5.255 2.113
H -0.801 5.869 0.479
H 0.315 3.439 0.954
H -0.651 3.606 -0.504
H -3.274 3.477 2.298
H -3.749 3.088 0.577
C -4.068 -3.434 2.623
C -2.964 -3.509 3.671
C -1.744 -2.845 2.994
O -2.167 -2.527 1.699
C -3.574 -2.316 1.727
H -5.002 -3.303 3.170
H -4.170 -4.376 2.085
H -2.743 -4.499 4.070
H -3.219 -2.890 4.531
H -0.919 -3.558 3.016
H -1.494 -1.950 3.563
H -4.029 -2.335 0.737
H -3.769 -1.323 2.131
C 4.617 3.324 -0.927
C 3.224 3.205 -0.489
C 2.478 4.310 -1.286
O 3.503 5.181 -1.788
C 4.737 4.796 -1.207
H 4.786 2.776 -1.855
H 5.263 2.910 -0.153
H 3.051 3.389 0.572
H 2.762 2.236 -0.679
H 1.784 4.807 -0.609
H 1.843 3.897 -2.070
H 4.940 5.352 -0.291
H 5.557 5.005 -1.893
C 2.723 -3.519 -4.180
C 1.438 -4.075 -3.756
C 0.553 -2.844 -3.797
O 1.418 -1.810 -3.309
C 2.774 -2.127 -3.576
H 2.746 -3.460 -5.268
H 3.579 -4.137 -3.911
H 1.463 -4.483 -2.745
H 1.060 -4.901 -4.359
H -0.389 -3.038 -3.285
H 0.305 -2.422 -4.772
H 3.116 -2.236 -2.547
H 3.203 -1.388 -4.252
C -1.515 2.525 -4.074
C -2.169 1.327 -4.653
C -1.137 0.265 -4.528
O -0.384 0.635 -3.365
C -0.791 1.914 -2.923
H -2.161 3.350 -3.776
H -0.765 2.965 -4.731
H -2.433 1.558 -5.685
H -3.041 0.935 -4.129
H -0.455 0.253 -5.378
H -1.686 -0.648 -4.302
H 0.086 2.553 -2.827
H -1.451 1.805 -2.062

HOMO level (spin up / spin down) (eV): -16.1880 / -16.1880
E_tot (eV): -62765.2155
Spin multiplicity: 2
LUMO (spin up / spin down) (Ha): -0.2656 / -0.4666
Gap between HOMO and LUMO (spin up / spin down) (eV): 8.960 / 3.491
Charge: +3

=====

(2)
7 unconnected molecules or ions with the total composition C8H30N6O7 at a distorted geometry. Source: the OMol25 dataset; level of theory: wB97M-V/def2-TZVPD.

CARTESIAN COORDINATES (ANGSTROEM)
N -20.424 10.980 20.343
C -20.271 9.826 19.801
N -21.114 9.600 18.854
O -19.277 8.964 20.144
H -19.771 11.265 21.084
H -21.074 11.710 20.012
H -21.111 8.709 18.265
H -21.894 10.293 18.666
N -22.378 12.831 19.799
C -23.290 12.021 19.247
N -22.982 11.623 18.059
O -24.264 11.552 20.020
H -22.432 13.049 20.793
H -21.781 13.523 19.264
H -23.805 11.317 17.528
H -22.280 12.016 17.467
N -21.691 13.999 16.173
C -22.182 14.606 17.204
N -21.335 14.805 18.159
O -23.494 14.875 17.191
H -22.339 13.450 15.511
H -20.624 13.861 15.993
H -21.792 15.402 18.871
H -20.310 14.615 18.154
C -23.605 8.713 16.594
C -24.871 9.488 16.064
O -24.857 10.864 16.297
H -23.870 7.638 16.477
H -23.444 8.854 17.687
H -22.664 8.935 16.100
H -25.805 9.079 16.547
H -24.985 9.313 15.002
H -24.651 11.263 15.448
C -19.481 15.307 21.900
O -19.504 14.163 20.941
H -19.721 16.222 21.389
H -18.454 15.551 22.268
H -20.181 15.073 22.789
H -19.167 13.416 21.381
C -19.266 10.051 16.286
O -20.256 10.961 16.699
H -18.595 10.403 15.576
H -19.767 9.226 15.803
H -18.646 9.731 17.097
H -20.680 10.483 17.447
C -23.831 8.160 20.570
O -22.488 7.882 20.290
H -23.949 9.018 21.308
H -24.216 7.275 21.055
H -24.420 8.342 19.657
H -21.993 8.618 19.862

HOMO level (eV): -9.1586
E_tot (eV): -32053.0105
LUMO (Ha): -0.0005
Gap between HOMO and LUMO (eV): 9.146
Charge: 0
Structure (SMILES): NC(N)=O.NC(N)=O.NC(N)=O.CCO.CO.CO.CO

=====

(3)
A molecular structure, C44H42CuN5O2P2STe at a distorted geometry. Source: the OMol25 dataset; level of theory: wB97M-V/def2-TZVPD.

CARTESIAN COORDINATES (ANGSTROEM)
Cu 0.807 0.238 -0.228
Te 0.967 -2.868 3.682
C 0.394 -4.922 3.601
C -0.880 -5.320 3.991
C -1.287 -6.621 3.731
N -0.524 -7.535 3.127
C 0.704 -7.147 2.774
C 1.206 -5.870 2.990
C 0.085 -2.441 1.823
P -1.334 -1.271 1.825
C -2.039 -1.312 3.538
C -3.086 -2.115 3.980
C -3.545 -2.034 5.294
C -2.975 -1.138 6.185
C -1.947 -0.308 5.752
C -1.496 -0.395 4.445
C -2.679 -2.222 0.974
C -3.733 -1.499 0.417
C -4.832 -2.146 -0.138
C -4.881 -3.535 -0.157
C -3.831 -4.268 0.387
C -2.744 -3.613 0.956
P 1.224 -1.918 0.509
C 2.930 -2.488 0.899
C 3.723 -1.659 1.695
C 5.003 -2.030 2.071
C 5.519 -3.249 1.650
C 4.749 -4.078 0.848
C 3.464 -3.698 0.468
C 0.878 -3.023 -0.925
C 0.161 -4.200 -0.778
C -0.047 -5.038 -1.872
C 0.480 -4.709 -3.112
C 1.222 -3.540 -3.260
C 1.415 -2.702 -2.173
H -1.555 -4.619 4.470
H -2.282 -6.948 4.018
H 1.317 -7.898 2.284
H 2.207 -5.612 2.664
H -3.555 -2.820 3.306
H -4.355 -2.679 5.615
H -3.335 -1.078 7.206
H -1.499 0.404 6.434
H -0.708 0.270 4.107
H -3.684 -0.415 0.424
H -5.643 -1.569 -0.569
H -5.732 -4.044 -0.595
H -3.865 -5.352 0.380
H -1.936 -4.176 1.413
H 3.322 -0.708 2.021
H 5.593 -1.375 2.702
H 6.519 -3.547 1.942
H 5.144 -5.030 0.513
H 2.882 -4.360 -0.160
H -0.220 -4.453 0.204
H -0.616 -5.952 -1.748
H 0.320 -5.361 -3.963
H 1.641 -3.278 -4.224
H 1.975 -1.780 -2.294
N -2.903 5.748 -4.552
C -1.931 4.816 -4.183
C -1.026 4.329 -5.126
C -0.037 3.434 -4.753
C 0.062 3.033 -3.433
C -0.821 3.521 -2.480
C -1.815 4.407 -2.853
S 1.274 1.853 -2.947
O 1.896 1.334 -4.136
O 2.119 2.507 -1.977
N 0.464 0.719 -2.119
C -0.544 0.014 -2.751
N -0.883 0.262 -4.022
C -1.806 -0.530 -4.553
C -2.392 -1.579 -3.867
C -1.985 -1.733 -2.550
N -1.095 -0.937 -1.982
H -3.157 5.753 -5.525
H -3.691 5.823 -3.933
H -1.112 4.645 -6.160
H 0.654 3.025 -5.480
H -0.727 3.201 -1.448
H -2.515 4.782 -2.114
H -2.072 -0.314 -5.585
H -3.125 -2.231 -4.320
H -2.383 -2.527 -1.925
C 3.101 2.002 1.795
C 1.787 2.594 1.300
C 1.364 3.770 2.186
C 0.678 1.552 1.272
H 3.915 2.730 1.735
H 3.382 1.140 1.189
H 3.010 1.675 2.839
H 1.952 2.973 0.296
H 1.150 3.428 3.204
H 0.464 4.252 1.795
H 2.155 4.525 2.236
H -0.300 2.008 1.078
H 0.613 1.022 2.229

HOMO level (spin up / spin down) (eV): -4.1464 / -4.2828
E_tot (eV): -139201.6796
Spin multiplicity: 2
LUMO (spin up / spin down) (Ha): 0.0857 / 0.0661
Gap between HOMO and LUMO (spin up / spin down) (eV): 6.478 / 6.080
Charge: -1

=====

(4)
3 unconnected molecules or ions with the total composition C8H16O at a distorted geometry. Source: the OMol25 dataset; level of theory: wB97M-V/def2-TZVPD.

CARTESIAN COORDINATES (ANGSTROEM)
C 0.883 -0.140 1.079
C -0.585 0.709 -0.858
C -0.423 -0.621 -0.506
C 0.561 -1.294 2.009
C 2.260 -0.255 0.466
C 0.683 1.189 1.785
C -1.613 -0.160 -2.534
C -2.935 -0.258 -2.474
O 0.385 1.492 -1.370
H 0.035 2.373 -1.557
H -1.413 1.244 -0.401
H -1.237 -1.057 0.055
H 0.198 -1.314 -1.059
H -1.064 -0.287 -3.468
H -0.466 -1.236 2.386
H 0.690 -2.264 1.521
H 1.220 -1.292 2.892
H 2.462 0.533 -0.264
H 2.407 -1.221 -0.025
H 3.048 -0.168 1.231
H 0.973 2.041 1.163
H -0.350 1.326 2.120
H 1.321 1.258 2.681
H -3.568 -0.447 -3.343
H -3.473 -0.149 -1.529

HOMO level (eV): -6.7580
E_tot (eV): -10597.7280
LUMO (Ha): 0.0228
Gap between HOMO and LUMO (eV): 7.380
Charge: 0

=====

(5)
A gas-phase ion, C3H8NOS (charge -1). Source: the OMol25 dataset; level of theory: wB97M-V/def2-TZVPD.

CARTESIAN COORDINATES (ANGSTROEM)
N -0.892 0.817 -1.063
C -0.495 -0.134 0.010
C -0.045 -1.511 -0.530
O -0.061 -2.479 0.385
C 0.648 0.457 0.823
S 0.379 2.163 1.424
H -0.549 0.478 -1.956
H -1.896 0.900 -1.124
H -1.358 -0.313 0.653
H -0.711 -1.713 -1.416
H 0.972 -1.332 -0.979
H 0.816 -0.139 1.717
H 1.554 0.429 0.226
H 1.636 2.376 1.831

HOMO level (eV): -2.4848
E_tot (eV): -17613.1256
LUMO (Ha): 0.1215
Gap between HOMO and LUMO (eV): 5.790
Charge: -1
Structure (SMILES): N[C@@H](C[O-])CS

=====

(6)
A molecular structure, C3H7NOS2 at a distorted geometry. Source: the OMol25 dataset; level of theory: wB97M-V/def2-TZVPD.

CARTESIAN COORDINATES (ANGSTROEM)
C -0.060 -1.815 -0.056
C -1.012 0.724 -0.185
C 0.156 -0.597 0.759
N 1.453 -0.171 0.955
O -1.115 -2.392 -0.194
S -2.733 0.373 -0.016
S 2.615 -0.072 -0.380
H 0.823 -2.071 -0.700
H -0.727 0.709 -1.147
H -0.715 1.514 0.381
H -0.453 -0.540 1.787
H 1.637 0.712 1.369
H -2.995 -0.465 -1.013
H 1.962 0.555 -1.357

HOMO level (eV): -8.2061
E_tot (eV): -28429.5453
LUMO (Ha): 0.0162
Gap between HOMO and LUMO (eV): 8.647
Charge: 0

=====

(7)
A single C3H6N molecule at a distorted geometry. Source: the OMol25 dataset; level of theory: wB97M-V/def2-TZVPD.

CARTESIAN COORDINATES (ANGSTROEM)
C -0.145 -0.512 -0.869
C 0.332 0.758 -1.275
C -0.385 0.026 1.475
N -0.121 -0.822 0.561
H -0.586 -1.391 -1.396
H 0.793 1.325 -0.496
H 0.205 1.142 -2.249
H -0.031 0.038 2.471
H -0.686 0.928 1.085
H 0.625 -1.493 0.692

HOMO level (spin up / spin down) (eV): -5.8368 / -9.5749
E_tot (eV): -4694.8481
Spin multiplicity: 2
LUMO (spin up / spin down) (Ha): 0.0438 / 0.0425
Gap between HOMO and LUMO (spin up / spin down) (eV): 7.029 / 10.730
Charge: 0

=====

(8)
A molecular structure, C41H27BrIN4PSSc. Source: the OMol25 dataset; level of theory: wB97M-V/def2-TZVPD.

CARTESIAN COORDINATES (ANGSTROEM)
Sc 0.627 -0.696 -0.539
I 2.997 0.945 1.010
C 2.575 1.149 3.093
C 3.619 0.791 3.895
C 3.578 1.073 5.270
C 2.536 1.792 5.769
C 1.454 2.185 4.945
C 0.437 2.995 5.488
C -0.620 3.392 4.726
C -0.747 2.891 3.426
C 0.201 2.075 2.846
P -0.410 1.305 1.260
C -1.998 0.636 1.901
C -1.879 -0.602 2.537
C -2.977 -1.211 3.123
C -4.217 -0.594 3.055
C -4.347 0.635 2.424
C -3.244 1.256 1.856
C -0.811 2.829 0.320
C -1.935 2.881 -0.506
C -2.215 4.024 -1.239
C -1.357 5.111 -1.184
C -0.217 5.055 -0.394
C 0.056 3.921 0.356
C 1.398 1.783 3.569
H 4.496 0.320 3.473
H 4.394 0.754 5.904
H 2.516 2.085 6.811
H 0.520 3.303 6.523
H -1.384 4.047 5.123
H -1.642 3.137 2.873
H -0.907 -1.077 2.606
H -2.855 -2.158 3.632
H -5.081 -1.066 3.504
H -5.313 1.119 2.372
H -3.365 2.229 1.402
H -2.590 2.023 -0.578
H -3.097 4.056 -1.866
H -1.571 5.999 -1.764
H 0.457 5.900 -0.351
H 0.941 3.892 0.979
Br -0.067 1.176 -2.644
C -0.917 -0.175 -3.751
C -1.336 0.242 -4.977
C -2.014 -0.668 -5.808
C -2.233 -1.943 -5.373
C -1.777 -2.372 -4.104
C -1.991 -3.705 -3.682
C -1.545 -4.123 -2.464
C -0.879 -3.220 -1.612
C -0.626 -1.902 -1.944
C -1.090 -1.477 -3.231
H -1.150 1.254 -5.310
H -2.360 -0.341 -6.779
H -2.762 -2.655 -5.994
H -2.523 -4.377 -4.344
H -1.697 -5.147 -2.146
H -0.555 -3.605 -0.649
N 0.940 -1.987 0.964
C 0.658 -2.717 1.863
N 0.406 -3.495 2.780
C -0.432 -3.517 3.790
N -1.153 -3.547 4.692
S 4.167 0.122 -3.748
C 3.111 0.307 -2.422
N 2.517 -0.767 -1.989
C 2.919 -1.878 -2.728
C 2.529 -3.202 -2.516
C 3.020 -4.173 -3.360
C 3.893 -3.855 -4.407
C 4.310 -2.558 -4.615
C 3.820 -1.578 -3.759
H 2.957 1.290 -1.998
H 1.861 -3.447 -1.702
H 2.733 -5.205 -3.210
H 4.249 -4.639 -5.061
H 4.993 -2.301 -5.413

HOMO level (eV): -10.7143
E_tot (eV): -167879.8080
LUMO (Ha): -0.1098
Gap between HOMO and LUMO (eV): 7.725
Charge: +1

=====

(9)
3 unconnected molecules or ions with the total composition C4H9NO at a distorted geometry. Source: the OMol25 dataset; level of theory: wB97M-V/def2-TZVPD.

CARTESIAN COORDINATES (ANGSTROEM)
C 2.144 0.604 -0.204
O 0.798 0.572 -0.093
C 0.289 -0.546 0.429
C -1.209 -0.613 0.309
C -2.078 0.605 0.213
N -1.848 -0.242 -0.950
H 2.424 1.526 -0.735
H 2.188 -0.865 -0.713
H 2.688 0.449 0.734
H 0.722 -0.873 1.379
H 1.370 -1.476 -0.457
H -1.635 -1.493 0.784
H -1.600 1.581 0.259
H -3.099 0.581 0.598
H -1.152 0.190 -1.555

HOMO level (eV): -8.6858
E_tot (eV): -7826.3103
LUMO (Ha): 0.0274
Gap between HOMO and LUMO (eV): 9.431
Charge: 0

=====

(10)
A molecular structure, C5H9CrF10N5O20S6 at a distorted geometry. Source: the OMol25 dataset; level of theory: wB97M-V/def2-TZVPD.

CARTESIAN COORDINATES (ANGSTROEM)
Cr 0.086 0.216 0.663
C -2.327 2.627 -2.802
F -2.727 1.387 -3.253
F -1.135 2.959 -3.336
F -3.219 3.600 -3.067
S -2.167 2.510 -0.853
O -3.485 2.090 -0.373
O -1.115 1.532 -0.595
O -1.864 3.841 -0.319
C -0.121 -3.803 2.967
F -1.139 -4.683 2.754
F -0.639 -2.771 3.699
F 0.807 -4.403 3.685
S 0.492 -3.222 1.226
O 1.879 -3.638 1.144
O -0.338 -3.885 0.221
O 0.298 -1.761 1.257
N 0.500 1.749 1.943
S 0.853 1.570 3.421
O 0.058 2.254 4.383
O 2.192 1.119 3.716
F 0.076 0.144 3.359
S 1.066 3.374 1.934
O 2.302 3.775 2.582
O -0.026 4.309 1.743
F 1.590 3.248 0.391
N -1.288 -3.013 -2.307
S -0.169 -1.657 -2.438
O -0.135 -0.902 -1.194
O 0.125 -1.008 -3.696
F 1.160 -2.566 -2.285
S -2.491 -2.127 -2.885
O -2.529 -1.832 -4.289
O -3.007 -1.191 -1.925
F -3.539 -3.309 -2.707
C 2.713 1.352 -3.508
N 2.620 1.681 -2.081
O 3.374 2.549 -1.622
O 1.804 1.099 -1.416
H 2.701 2.311 -4.025
H 1.746 0.926 -3.771
H 3.612 0.779 -3.721
C 4.549 -0.930 1.111
N 3.467 0.061 1.060
O 3.721 1.200 1.332
O 2.355 -0.387 0.775
H 4.671 -1.159 2.170
H 5.446 -0.363 0.863
H 4.414 -1.861 0.565
C -4.440 -0.607 1.051
N -3.089 -0.470 1.697
O -3.066 -0.492 2.913
O -2.117 -0.339 1.009
H -5.142 0.031 1.588
H -4.803 -1.619 1.228
H -4.561 -0.293 0.016

HOMO level (spin up / spin down) (eV): -3.9498 / -4.5664
E_tot (eV): -174331.4771
Spin multiplicity: 5
LUMO (spin up / spin down) (Ha): 0.1531 / 0.1532
Gap between HOMO and LUMO (spin up / spin down) (eV): 8.116 / 8.734
Charge: -2